Model i:
Molecular formula: C4H12
Method: DFT, ωB97M-V with the def2-TZVPD basis set

Bonds (Å) are listed after each position.
Atoms and positions in Å:
1 C -0.960 1.603 0.299  C3 1.494, H7 1.098, H8 1.084, H12 1.099
2 C 1.015 -0.810 -1.431  C4 1.531, H6 1.091, H9 1.082, H14 1.105
3 C -1.586 0.966 1.497  C1 1.494, H10 1.093, H15 1.091, H16 1.095
4 C 1.530 -1.769 -0.355  C2 1.531, H5 1.074, H11 1.102, H13 1.093
5 H 1.847 -1.226 0.516  C4 1.074
6 H 0.209 -1.211 -2.048  C2 1.091
7 H 0.137 1.550 0.279  C1 1.098
8 H -1.276 1.346 -0.706  C1 1.084
9 H 1.767 -0.435 -2.113  C2 1.082
10 H -1.428 1.641 2.342  C3 1.093
11 H 2.395 -2.409 -0.595  C4 1.102
12 H -1.139 2.684 0.211  C1 1.099
13 H 0.809 -2.538 -0.065  C4 1.093
14 H 0.480 0.019 -0.933  C2 1.105
15 H -1.243 -0.034 1.770  C3 1.091
16 H -2.676 0.871 1.456  C3 1.095

Its structure (SMILES) is CC.CC. The spin multiplicity is 1.



Model ii:
Molecular formula: C4H12
Method: DFT, ωB97M-V with the def2-TZVPD basis set

Bonds (Å) are listed after each position.
Atoms and positions in Å:
1 C -0.059 1.489 -1.483  C2 1.525, H6 1.094, H12 1.086, H13 1.092
2 C 1.056 2.525 -1.384  C1 1.525, H8 1.088, H10 1.090, H11 1.090
3 C -0.437 -2.526 1.996  C4 1.541, H5 1.092, H9 1.088, H14 1.084
4 C -0.509 -1.490 0.857  C3 1.541, H7 1.086, H15 1.091, H16 1.089
5 H -1.083 -2.193 2.811  C3 1.092
6 H -0.991 1.970 -1.173  C1 1.094
7 H -0.002 -0.575 1.151  C4 1.086
8 H 0.745 3.548 -1.591  C2 1.088
9 H -0.840 -3.488 1.686  C3 1.088
10 H 1.860 2.295 -2.084  C2 1.090
11 H 1.487 2.530 -0.383  C2 1.090
12 H 0.066 0.611 -0.857  C1 1.086
13 H -0.307 1.126 -2.483  C1 1.092
14 H 0.575 -2.620 2.376  C3 1.084
15 H -0.024 -1.933 -0.014  C4 1.091
16 H -1.537 -1.269 0.575  C4 1.089

Its structure (SMILES) is CC.CC. The spin multiplicity is 1.



Model iii:
Molecular formula: C4H12
Method: DFT, ωB97M-V with the def2-TZVPD basis set

Bonds (Å) are listed after each position.
Atoms and positions in Å:
1 C -1.504 1.160 0.128  C2 1.536, H6 1.094, H11 1.086, H13 1.093
2 C -1.911 2.528 -0.439  C1 1.536, H7 1.084, H10 1.094, H16 1.087
3 C 2.419 -1.979 -0.072  C4 1.542, H5 1.097, H14 1.090, H15 1.083
4 C 0.978 -1.686 0.393  C3 1.542, H8 1.093, H9 1.087, H12 1.087
5 H 2.449 -2.829 -0.763  C3 1.097
6 H -0.474 0.944 -0.172  C1 1.094
7 H -1.028 3.103 -0.695  C2 1.084
8 H 1.043 -0.692 0.842  C4 1.093
9 H 0.275 -1.677 -0.435  C4 1.087
10 H -2.443 3.089 0.336  C2 1.094
11 H -1.566 1.042 1.205  C1 1.086
12 H 0.672 -2.368 1.182  C4 1.087
13 H -2.021 0.316 -0.337  C1 1.093
14 H 2.756 -1.200 -0.756  C3 1.090
15 H 2.995 -2.184 0.822  C3 1.083
16 H -2.641 2.433 -1.238  C2 1.087

Its structure (SMILES) is CC.CC. The spin multiplicity is 1.



Model iv:
Molecular formula: C4H12
Method: DFT, ωB97M-V with the def2-TZVPD basis set

Bonds (Å) are listed after each position.
Atoms and positions in Å:
1 C 0.832 -0.513 1.664  C4 1.533, H12 1.095, H13 1.089, H14 1.081
2 C -1.622 0.057 -2.360  C3 1.541, H8 1.092, H9 1.087, H10 1.090
3 C -1.530 0.856 -1.046  C2 1.541, H5 1.081, H7 1.082, H11 1.084
4 C 2.346 -0.312 1.796  C1 1.533, H6 1.088, H15 1.088, H16 1.091
5 H -1.415 0.151 -0.234  C3 1.081
6 H 2.824 -0.113 0.839  C4 1.088
7 H -2.429 1.432 -0.875  C3 1.082
8 H -1.348 0.718 -3.185  C2 1.092
9 H -1.023 -0.848 -2.324  C2 1.087
10 H -2.621 -0.352 -2.513  C2 1.090
11 H -0.692 1.543 -1.071  C3 1.084
12 H 0.559 -0.675 0.615  C1 1.095
13 H 0.444 -1.434 2.096  C1 1.089
14 H 0.275 0.359 1.977  C1 1.081
15 H 2.618 0.410 2.562  C4 1.088
16 H 2.781 -1.278 2.058  C4 1.091

Its structure (SMILES) is CC.CC. The spin multiplicity is 1.



Best to worst by energy: model ii, model iv, model iii, model i.



Model i:
Molecular formula: C4H12
Method: DFT, ωB97M-V with the def2-TZVPD basis set

Bonds (Å) are listed after each position.
Atoms and positions in Å:
1 C 0.697 -1.368 -1.383  C3 1.560, H8 1.073, H10 1.092, H11 1.078
2 C -1.227 2.411 1.550  C4 1.504, H5 1.119, H7 1.074, H14 1.105
3 C 1.372 -2.525 -0.582  C1 1.560, H9 1.098, H13 1.107, H15 1.088
4 C -0.844 1.521 0.399  C2 1.504, H6 1.107, H12 1.102, H16 1.104
5 H -0.297 2.894 1.944  C2 1.119
6 H -0.726 2.133 -0.515  C4 1.107
7 H -1.645 1.846 2.361  C2 1.074
8 H 1.011 -1.504 -2.400  C1 1.073
9 H 1.071 -3.511 -0.957  C3 1.098
10 H 1.225 -0.458 -1.094  C1 1.092
11 H -0.355 -1.324 -1.149  C1 1.078
12 H 0.085 0.933 0.475  C4 1.102
13 H 0.869 -2.534 0.404  C3 1.107
14 H -2.049 3.094 1.270  C2 1.105
15 H 2.449 -2.388 -0.514  C3 1.088
16 H -1.636 0.781 0.191  C4 1.104

Its structure (SMILES) is CC.CC. The spin multiplicity is 1.



Model ii:
Molecular formula: C4H12
Method: DFT, ωB97M-V with the def2-TZVPD basis set

Bonds (Å) are listed after each position.
Atoms and positions in Å:
1 C 2.089 -0.928 -1.748  C4 1.533, H6 1.085, H8 1.088, H9 1.093
2 C -1.921 0.889 0.919  C3 1.532, H7 1.082, H14 1.090, H16 1.084
3 C -0.827 0.812 1.989  C2 1.532, H10 1.093, H11 1.091, H13 1.085
4 C 0.649 -0.813 -1.235  C1 1.533, H5 1.090, H12 1.086, H15 1.088
5 H -0.030 -0.141 -1.759  C4 1.090
6 H 2.287 -1.874 -2.242  C1 1.085
7 H -2.503 -0.022 0.967  C2 1.082
8 H 2.245 -0.101 -2.437  C1 1.088
9 H 2.894 -0.862 -1.011  C1 1.093
10 H -0.056 1.570 1.821  C3 1.093
11 H -1.258 0.967 2.979  C3 1.091
12 H 0.211 -1.801 -1.124  C4 1.086
13 H -0.360 -0.162 2.087  C3 1.085
14 H -1.561 0.982 -0.107  C2 1.090
15 H 0.678 -0.252 -0.303  C4 1.088
16 H -2.535 1.735 1.202  C2 1.084

Its structure (SMILES) is CC.CC. The spin multiplicity is 1.



Model iii:
Molecular formula: C4H12
Method: DFT, ωB97M-V with the def2-TZVPD basis set

Bonds (Å) are listed after each position.
Atoms and positions in Å:
1 C 0.021 -1.395 -0.931  C4 1.527, H7 1.050, H9 1.184, H14 1.096
2 C -0.765 1.879 0.403  C3 1.569, H8 1.114, H12 1.130, H15 1.111
3 C 0.525 2.400 1.129  C2 1.569, H5 1.162, H10 1.138, H11 1.092
4 C 0.243 -2.870 -0.603  C1 1.527, H6 1.054, H13 1.083, H16 1.080
5 H 0.301 2.619 2.248  C3 1.162
6 H 1.101 -3.240 -1.089  C4 1.054
7 H 0.079 -0.836 -0.045  C1 1.050
8 H -1.581 2.628 0.282  C2 1.114
9 H -1.090 -1.253 -1.314  C1 1.184
10 H 1.005 3.288 0.604  C3 1.138
11 H 1.288 1.624 1.210  C3 1.092
12 H -1.252 1.036 0.978  C2 1.130
13 H 0.498 -3.127 0.417  C4 1.083
14 H 0.626 -0.866 -1.677  C1 1.096
15 H -0.537 1.487 -0.610  C2 1.111
16 H -0.582 -3.446 -0.996  C4 1.080

Its structure (SMILES) is CC.CC. The spin multiplicity is 1.



Model iv:
Molecular formula: C4H12
Method: DFT, ωB97M-V with the def2-TZVPD basis set

Bonds (Å) are listed after each position.
Atoms and positions in Å:
1 C -3.080 -1.300 -0.131  C2 1.535, H5 1.090, H12 1.087, H14 1.094
2 C -1.755 -0.528 -0.056  C1 1.535, H8 1.088, H9 1.092, H15 1.089
3 C 2.754 1.474 0.478  C4 1.525, H6 1.089, H10 1.091, H13 1.090
4 C 2.099 0.337 -0.298  C3 1.525, H7 1.090, H11 1.088, H16 1.092
5 H -2.935 -2.333 0.185  C1 1.090
6 H 2.959 1.202 1.512  C3 1.089
7 H 1.812 0.671 -1.295  C4 1.090
8 H -1.443 -0.423 0.981  C2 1.088
9 H -1.883 0.471 -0.479  C2 1.092
10 H 3.688 1.765 -0.004  C3 1.091
11 H 2.774 -0.513 -0.380  C4 1.088
12 H -3.502 -1.262 -1.132  C1 1.087
13 H 2.116 2.358 0.505  C3 1.090
14 H -3.813 -0.844 0.541  C1 1.094
15 H -0.978 -1.051 -0.610  C2 1.089
16 H 1.187 -0.023 0.182  C4 1.092

Its structure (SMILES) is CC.CC. The spin multiplicity is 1.



Best to worst by energy: model iv, model ii, model i, model iii.